[1]
Computed, not measured: 2 unconnected molecules or ions with the total composition C3H10NO in a non-equilibrium geometry, with ωB97M-V/def2-TZVPD.

Output
HOMO energy: -2.4267 eV
relative energy (zero: lowest compared OMol25 entry of this formula, charge and spin): 108.6 kJ/mol
net charge: -1
gap between HOMO and LUMO: 6.660 eV

Positions of all 15 atoms, in Å:
C 0.24 -2.72 -0.11
O -0.41 -2.19 0.94
H -0.07 -2.47 -1.14
H 0.22 -3.85 -0.13
H 1.35 -2.46 -0.14
C 0.41 1.94 -0.83
C -0.14 1.48 0.53
N -1.05 0.37 0.52
H 0.85 1.15 -1.45
H 1.33 2.51 -0.58
H -0.25 2.62 -1.35
H -0.59 2.40 0.96
H 0.68 1.35 1.22
H -0.57 -0.52 0.79
H -2.01 0.40 0.76

Atomic partial charges in e from the Mulliken method, atoms 1 to 6: C -0.659; O -0.908; H 0.207; H 0.229; H 0.150; C -0.979

=====

[2]
Computed, not measured: a molecular structure, C17H16F5GeN3OOsS in a non-equilibrium geometry, with ωB97M-V/def2-TZVPD.

Output
HOMO energy: -0.4338 eV
relative energy (zero: lowest compared OMol25 entry of this formula, charge and spin): 79.1 kJ/mol
net charge: -2
gap between HOMO and LUMO: 5.085 eV

Positions of all 45 atoms, in Å:
Os 0.39 -0.23 -1.34
F -3.77 4.08 1.43
C -2.59 3.45 1.54
C -1.74 3.35 0.45
F -2.09 3.92 -0.71
C -0.53 2.69 0.59
F 0.29 2.63 -0.45
C -0.12 2.13 1.81
S 1.42 1.31 1.88
C -1.01 2.23 2.87
F -0.71 1.71 4.07
C -2.22 2.88 2.75
F -3.06 2.97 3.80
N 0.66 -2.02 -2.01
C 0.81 -3.14 -2.30
C 0.98 -4.48 -2.64
C 0.27 -5.50 -1.98
N -0.31 -6.35 -1.44
C 1.90 -4.84 -3.65
N 2.65 -5.15 -4.48
C -0.04 -1.47 2.65
O -0.36 -0.90 1.40
C 0.64 -0.46 0.59
C 1.96 -1.25 0.69
H 0.40 -2.47 2.53
H -0.98 -1.56 3.20
H 0.64 -0.83 3.21
H 2.39 -1.27 1.70
H 2.70 -0.77 0.04
H 1.80 -2.27 0.35
C -0.63 0.88 -5.20
Ge -0.98 1.73 -3.43
C 0.32 3.21 -3.45
C -2.74 2.59 -3.69
C -1.22 0.43 -2.01
H -0.61 1.61 -6.02
H -1.39 0.13 -5.41
H 0.34 0.38 -5.14
H 0.25 3.69 -4.42
H 1.33 2.82 -3.31
H 0.12 3.94 -2.67
H -2.71 3.25 -4.57
H -3.01 3.19 -2.81
H -3.52 1.84 -3.84
H -2.23 0.01 -2.01

Atomic partial charges in e from the Mulliken method, atoms 1 to 6: Os -0.125; F -0.352; C 0.604; C -0.241; F -0.363; C 0.821

=====

[3]
Computed, not measured: a gas-phase ion, C11H20NOSi (charge +1) in a non-equilibrium geometry, with ωB97M-V/def2-TZVPD.

Output
HOMO energy: -12.8442 eV
relative energy (zero: lowest compared OMol25 entry of this formula, charge and spin): 0.0 kJ/mol
structure (SMILES): CCO[Si@@H](C)[N+](C)(C)c1ccccc1
net charge: +1
gap between HOMO and LUMO: 10.340 eV

Positions of all 34 atoms, in Å:
C 0.97 0.06 -2.91
C -0.60 0.23 -2.97
O -1.01 0.01 -1.60
Si -1.32 1.11 -0.44
C -3.20 1.69 -0.26
N -0.72 -0.09 0.94
C -1.04 0.41 2.29
C -1.46 -1.65 1.01
C 0.73 -0.25 0.93
C 1.58 0.79 1.23
C 2.94 0.56 1.17
C 3.46 -0.67 0.91
C 2.66 -1.75 0.53
C 1.32 -1.48 0.53
H 1.17 -0.90 -2.41
H 1.53 -0.17 -3.79
H 1.62 0.92 -2.38
H -1.13 -0.54 -3.63
H -1.01 1.17 -3.24
H -0.31 2.03 -0.39
H -3.47 2.06 -1.20
H -3.83 0.87 -0.16
H -3.46 2.45 0.49
H -0.94 -0.46 3.02
H -0.49 1.38 2.55
H -2.00 0.76 2.41
H -0.76 -2.31 1.65
H -2.48 -1.49 1.39
H -1.65 -2.11 0.04
H 1.23 1.83 1.38
H 3.60 1.32 1.56
H 4.58 -0.93 0.81
H 2.94 -2.71 0.36
H 0.54 -2.18 0.18

Atomic partial charges in e from the Mulliken method, atoms 1 to 6: C -0.796; C -0.323; O -0.088; Si 0.368; C -1.266; N 0.602

=====

[4]
Computed, not measured: C2H2Br2ClF in the gas phase in a non-equilibrium geometry, with ωB97M-V/def2-TZVPD.

Output
HOMO energy (alpha / beta): -5.8579 / -10.4618 eV
2S+1: 3
relative energy (zero: lowest compared OMol25 entry of this formula, charge and spin): 27.8 kJ/mol
gap between HOMO and LUMO (alpha / beta): 6.504 / 6.218 eV

Positions of all 8 atoms, in Å:
C 0.54 0.45 0.03
C -0.67 -0.42 -0.06
F -0.72 -0.91 -1.33
Cl -0.74 -1.67 1.07
Br 2.37 -0.48 0.08
Br -2.13 0.84 0.13
H 0.53 0.98 0.92
H 0.82 1.20 -0.83

Atomic partial charges in e from the Mulliken method, atoms 1 to 6: C -1.196; C 0.711; F -0.211; Cl -0.118; Br 0.082; Br -0.141

=====

[5]
Computed, not measured: 2 unconnected molecules or ions with the total composition C4H11N2O in a non-equilibrium geometry, with ωB97M-V/def2-TZVPD.

Output
HOMO energy (alpha / beta): -18.3513 / -17.2295 eV
2S+1: 2
relative energy (zero: lowest compared OMol25 entry of this formula, charge and spin): 328.4 kJ/mol
net charge: +2
gap between HOMO and LUMO (alpha / beta): 8.646 / 5.088 eV

Positions of all 18 atoms, in Å:
O 0.54 0.90 0.74
C 0.78 1.07 -0.45
C 0.66 0.00 -1.42
C 0.28 -1.34 -1.06
C -1.25 -1.43 -0.61
N -2.06 -1.09 -1.71
N 1.22 1.67 3.70
H 1.13 2.05 -0.81
H 0.71 0.28 -2.47
H 0.48 -2.03 -1.87
H 0.83 -1.69 -0.18
H -1.53 -2.45 -0.35
H -1.34 -0.77 0.26
H 0.63 2.46 3.98
H -1.91 -0.16 -2.11
H -3.05 -1.33 -1.66
H 2.12 1.60 4.18
H 1.12 1.32 2.74

Atomic partial charges in e from the Mulliken method, atoms 1 to 6: O -0.584; C 0.065; C -0.411; C -0.484; C -0.431; N -0.161

=====

[6]
Computed, not measured: a molecular structure, C4H11N3 in a non-equilibrium geometry, with ωB97M-V/def2-TZVPD.

Output
HOMO energy (alpha / beta): -6.7787 / -6.7786 eV
relative energy (zero: lowest compared OMol25 entry of this formula, charge and spin): 718.1 kJ/mol
gap between HOMO and LUMO (alpha / beta): 7.180 / 7.183 eV

Positions of all 18 atoms, in Å:
C -0.25 -0.07 0.77
C 0.33 -0.76 2.46
C -0.85 -0.27 -2.15
N 0.96 -0.79 0.54
C -0.66 0.74 -1.05
N 1.87 0.09 0.14
N -1.01 1.95 -1.06
H 1.46 0.94 -0.31
H 2.66 -0.32 -0.34
H -1.53 2.24 -1.91
H -1.15 -0.67 0.73
H -0.27 0.95 1.16
H 1.17 -0.15 2.82
H 0.53 -1.82 2.56
H -0.58 -0.50 3.00
H -0.44 -1.25 -1.89
H -1.91 -0.39 -2.43
H -0.31 0.07 -3.04

Atomic partial charges in e from the Mulliken method, atoms 1 to 6: C -0.418; C -0.989; C -1.331; N -0.137; C 0.226; N -0.390

=====

[7]
Computed, not measured: a molecular structure, C43H40BaN8O2P2S2Se2 in a non-equilibrium geometry, with ωB97M-V/def2-TZVPD.

Output
HOMO energy: -6.9504 eV
relative energy (zero: lowest compared OMol25 entry of this formula, charge and spin): 42.9 kJ/mol
gap between HOMO and LUMO: 7.167 eV

Positions of all 100 atoms, in Å:
Ba 2.09 -1.15 1.17
S 3.06 -5.75 3.51
C 1.41 -5.96 3.02
C 0.63 -7.11 3.05
C -0.68 -7.01 2.62
C -1.20 -5.81 2.13
C -0.41 -4.67 2.07
C 0.91 -4.74 2.52
N 1.81 -3.70 2.56
C 2.96 -4.05 3.04
C 4.12 -3.18 3.15
C 5.04 -3.40 4.19
C 6.14 -2.58 4.33
C 6.34 -1.56 3.40
C 5.44 -1.38 2.37
C 4.28 -2.16 2.19
H 1.03 -8.05 3.40
H -1.31 -7.89 2.64
H -2.23 -5.76 1.81
H -0.78 -3.74 1.66
H 4.85 -4.19 4.91
H 6.84 -2.73 5.15
H 7.20 -0.91 3.51
H 5.64 -0.60 1.64
Se -4.05 -1.71 -1.88
P -2.88 0.01 -2.10
C -2.71 0.42 -3.87
C -1.64 -0.13 -4.56
C -1.50 0.08 -5.93
C -2.45 0.83 -6.61
C -3.55 1.33 -5.93
C -3.68 1.13 -4.57
C -3.62 1.41 -1.19
C -4.95 1.74 -1.46
C -5.60 2.70 -0.70
C -4.94 3.30 0.37
C -3.65 2.93 0.67
C -2.98 1.99 -0.10
C -1.18 -0.14 -1.49
C 0.02 0.62 -1.43
N 0.91 -0.13 -0.76
N 0.31 -1.27 -0.44
N -0.92 -1.31 -0.88
P 0.74 2.11 -2.15
Se 2.28 2.93 -0.97
C 1.43 1.55 -3.74
C 1.81 0.23 -3.91
C 2.44 -0.17 -5.08
C 2.69 0.75 -6.08
C 2.35 2.09 -5.90
C 1.72 2.49 -4.73
C -0.49 3.38 -2.57
C -0.71 4.41 -1.67
C -1.59 5.43 -1.98
C -2.27 5.42 -3.19
C -2.05 4.39 -4.09
C -1.15 3.38 -3.79
H -0.91 -0.73 -4.03
H -0.65 -0.33 -6.46
H -2.33 1.02 -7.67
H -4.30 1.89 -6.47
H -4.53 1.54 -4.04
H -5.48 1.21 -2.23
H -6.62 2.95 -0.93
H -5.46 4.03 0.97
H -3.15 3.37 1.53
H -1.98 1.70 0.17
H 1.63 -0.50 -3.12
H 2.73 -1.20 -5.21
H 3.16 0.44 -7.00
H 2.58 2.82 -6.66
H 1.46 3.53 -4.58
H -0.17 4.43 -0.73
H -1.75 6.24 -1.28
H -2.96 6.21 -3.43
H -2.56 4.38 -5.05
H -0.95 2.60 -4.51
C 0.90 1.41 4.84
O 1.91 2.09 4.08
C 2.52 1.37 3.14
O 2.29 0.18 2.92
N 3.44 2.10 2.50
N 4.19 1.53 1.47
H 0.58 2.11 5.60
H 1.31 0.51 5.30
H 0.06 1.14 4.20
H 3.47 3.09 2.68
H 5.18 1.68 1.65
H 3.94 1.93 0.57
C -2.52 -1.90 6.09
N -2.41 -1.22 4.82
C -1.36 -1.31 3.98
N -0.33 -2.07 4.38
S -1.36 -0.43 2.55
H -3.38 -1.51 6.63
H -1.63 -1.72 6.70
H -2.65 -2.98 5.97
H -3.20 -0.70 4.47
H -0.43 -2.72 5.14
H 0.38 -2.28 3.69

Atomic partial charges in e from the Mulliken method, atoms 1 to 6: Ba 1.759; S -0.280; C 0.560; C -0.605; C -0.429; C -0.872

=====

[8]
Computed, not measured: a molecular structure, C38H47GaN5O5 in a non-equilibrium geometry, with ωB97M-V/def2-TZVPD.

Output
HOMO energy: -4.4371 eV
net charge: -1
gap between HOMO and LUMO: 6.253 eV

Positions of all 96 atoms, in Å:
C 2.12 -1.13 2.56
C 1.78 -0.06 1.41
O 1.69 1.27 1.98
C 0.67 2.08 1.34
Ga 0.94 2.42 -0.68
C -0.40 3.95 -1.18
C -1.86 3.25 -1.22
C -3.08 4.30 -1.00
O -3.59 4.70 -2.32
C 0.27 0.76 -1.77
C 1.43 -0.20 -2.25
O 1.55 -1.33 -1.67
C 2.45 0.14 -3.44
C 2.11 1.21 -4.51
C 3.18 1.50 -5.60
C 4.55 0.79 -5.67
C 4.88 -0.31 -4.63
C 3.83 -0.61 -3.54
N 2.72 3.01 -1.18
C 2.95 4.44 -0.92
C 4.14 5.12 -1.79
O 2.35 5.15 -0.07
C 3.79 2.29 -0.48
C 4.37 2.73 0.98
O 4.35 1.30 -1.02
H 1.80 -2.16 2.17
H 1.57 -0.95 3.54
H 3.25 -1.20 2.78
H 0.82 -0.28 0.84
H 2.68 -0.06 0.69
H -0.34 1.52 1.48
H 0.54 3.11 1.85
H -0.11 4.46 -2.16
H -0.43 4.67 -0.28
H -1.98 2.70 -2.22
H -1.93 2.51 -0.34
H -2.77 5.20 -0.36
H -3.96 3.80 -0.47
H -3.95 3.88 -2.72
H -0.58 0.23 -1.21
H -0.22 1.20 -2.72
H 1.10 1.77 -4.51
H 2.96 2.30 -6.39
H 5.35 1.03 -6.45
H 5.85 -0.91 -4.59
H 3.99 -1.41 -2.73
H 5.09 5.10 -1.13
H 3.92 6.21 -2.05
H 4.40 4.49 -2.71
H 5.34 3.32 0.89
H 4.65 1.73 1.48
H 3.57 3.24 1.63
N 0.24 -2.84 4.86
C -0.77 -2.70 5.73
C -1.08 -3.63 6.71
C -0.31 -4.78 6.79
C 0.74 -4.95 5.91
C 0.97 -3.96 4.96
H -1.35 -1.78 5.62
H -1.91 -3.45 7.39
H -0.53 -5.53 7.55
H 1.36 -5.84 5.95
H 1.79 -4.05 4.25
N -5.85 1.25 -1.80
C -6.47 1.89 -0.80
C -7.61 2.66 -0.97
C -8.14 2.78 -2.24
C -7.52 2.13 -3.30
C -6.38 1.38 -3.03
H -6.02 1.77 0.18
H -8.08 3.15 -0.12
H -9.04 3.37 -2.41
H -7.91 2.20 -4.31
H -5.86 0.85 -3.82
N 0.32 -7.67 8.92
C 1.34 -8.22 9.58
C 1.34 -9.52 10.07
C 0.20 -10.29 9.86
C -0.87 -9.74 9.17
C -0.76 -8.44 8.72
H 2.20 -7.57 9.73
H 2.19 -9.91 10.60
H 0.16 -11.31 10.23
H -1.77 -10.32 8.99
H -1.58 -7.96 8.18
N -0.92 1.15 -6.20
C -0.10 0.69 -7.16
C -0.12 1.14 -8.47
C -1.03 2.12 -8.81
C -1.89 2.62 -7.84
C -1.80 2.10 -6.56
H 0.59 -0.08 -6.84
H 0.57 0.73 -9.20
H -1.08 2.50 -9.83
H -2.62 3.38 -8.08
H -2.45 2.46 -5.77

Atomic partial charges in e from the Mulliken method, atoms 1 to 6: C -1.123; C 0.368; O -0.440; C -0.186; Ga -0.346; C -0.587